Record 1
Density functional theory data (ωB97M-V with the def2-TZVPD basis set) for a cluster of 2 separate species, C26H25F3N2O in total at a distorted geometry.

Each line ends with the Löwdin charge.
Atoms and positions in Å:
F 2.602 -6.473 1.826  0.11
F 2.584 -4.575 2.928  0.13
F 2.625 -4.578 0.717  0.13
O 0.450 -2.867 1.709  -0.09
N 2.517 5.082 2.803  -0.11
N -2.595 -0.289 -4.767  -0.11
C -0.994 -0.598 -1.578  0.07
C 2.596 2.938 3.845  -0.08
C -1.640 1.532 -3.288  0.01
C -1.014 1.777 -2.093  0.00
C 0.654 -5.202 1.790  -0.09
C -0.091 -3.973 1.751  -0.48
C -2.204 -2.131 -3.305  -0.07
C 1.368 4.378 0.657  0.01
C -1.952 0.217 -3.636  -0.14
C 1.885 2.899 2.517  -0.15
C 0.835 3.309 -0.016  0.00
C -1.657 -0.841 -2.750  -0.14
C 3.028 4.411 4.017  -0.11
C 2.165 -5.202 1.815  -0.59
C -3.060 0.480 -5.914  -0.02
C -2.142 -5.282 1.797  -0.15
C -2.835 -1.743 -4.660  -0.11
C -1.397 -6.447 1.820  -0.15
C -1.519 -4.069 1.763  -0.06
C 0.114 0.893 -0.019  0.11
C 1.314 1.843 1.859  0.06
C -0.616 0.724 -1.223  -0.18
C 1.889 4.185 1.938  -0.14
C -0.012 -6.395 1.818  -0.07
C 2.737 6.503 2.570  -0.02
C 0.732 2.020 0.576  -0.18
H 1.413 5.352 0.203  0.10
H -3.219 -5.336 1.807  0.09
H -1.917 2.339 -3.943  0.10
H -0.757 -1.418 -0.925  0.13
H 1.926 2.609 4.649  0.13
H 3.458 2.260 3.833  0.13
H 0.573 3.448 -1.047  0.09
H -1.893 -7.403 1.845  0.07
H -2.631 0.074 -6.827  0.09
H -2.948 -2.551 -2.617  0.13
H -4.145 0.427 -5.970  0.09
H 0.222 -0.014 0.551  0.12
H -0.898 2.798 -1.789  0.09
H -3.914 -1.929 -4.691  0.12
H -2.374 -2.260 -5.508  0.12
H -2.764 1.523 -5.826  0.08
H 1.321 0.872 2.318  0.14
H 0.571 -7.301 1.838  0.10
H 3.805 6.711 2.563  0.09
H 2.262 7.081 3.360  0.09
H -2.082 -3.151 1.745  0.08
H 4.116 4.526 4.060  0.12
H -1.404 -2.872 -3.421  0.13
H 2.315 6.808 1.615  0.08
H 2.597 4.879 4.908  0.12

Charge ... 0
HOMO level ... -4.98 eV
Relative energy (zero: lowest compared OMol25 entry of this formula, charge and spin) ... 29.13 kcal per mole
E ... -1490.03024 a.u.


Record 2
Density functional theory data (ωB97M-V with the def2-TZVPD basis set) for a structure of composition C26H25IrN2P at a distorted geometry.

Each line ends with the Mulliken spin population.
Atoms and positions in Å:
Ir 0.600 -0.661 -2.336  1.25
P 0.015 -0.008 0.924  -0.10
N -0.102 -0.605 -0.526  0.74
N 2.123 0.113 -1.815  1.50
C -1.770 1.919 1.918  0.00
C 3.607 2.854 1.613  0.00
C -4.066 2.118 1.137  0.00
C 1.455 1.073 1.179  0.02
C 0.271 -1.915 -4.163  0.08
C 0.696 2.518 -4.318  -0.08
C 0.431 -3.020 -2.077  0.12
C 0.332 -3.695 2.653  0.00
C 0.028 -1.341 2.151  0.05
C -3.853 1.079 0.225  0.00
C -0.953 -2.542 -2.242  0.20
C -1.576 0.851 1.039  0.05
C -0.288 -1.100 3.501  0.00
C 1.854 1.981 0.178  0.00
C 2.862 2.921 0.429  0.02
C 1.182 -2.643 -3.274  0.07
C 3.288 1.887 2.570  0.01
C -3.037 2.529 1.992  0.00
C -0.279 -2.156 4.423  0.00
C 0.346 -2.642 1.733  0.00
C -1.031 -1.852 -3.533  0.07
C -0.917 1.055 -2.715  -0.12
C 0.024 -3.455 4.000  0.00
C -2.624 0.413 0.207  0.01
C -0.316 2.157 -3.506  0.72
C 2.207 1.017 2.364  0.00
H 0.506 -1.558 -5.130  0.01
H 0.273 3.073 -5.227  0.04
H 0.795 -3.533 -1.246  -0.04
H 3.883 1.812 3.487  0.00
H -0.511 -1.963 5.473  0.00
H -1.336 1.078 -1.732  0.01
H 2.187 -2.882 -3.461  0.01
H -2.485 -0.428 -0.480  -0.01
H 0.564 -4.706 2.316  0.00
H -3.209 3.325 2.719  0.00
H 1.965 0.286 3.137  0.00
H -1.687 0.653 -3.414  0.03
H 1.986 2.367 -4.356  0.08
H -1.904 -1.412 -3.922  0.00
H 1.433 1.935 -0.817  0.00
H 3.079 3.683 -0.319  0.00
H -0.543 -0.097 3.841  0.00
H -1.734 -2.663 -1.558  0.01
H -0.957 2.283 2.542  0.00
H -5.044 2.605 1.180  0.00
H -4.634 0.771 -0.472  0.00
H 0.022 -4.281 4.714  0.00
H 1.802 0.085 -3.480  0.24
H 0.602 -2.828 0.688  0.00
H 4.437 3.547 1.784  0.00

Charge ... 0
HOMO level (spin up / spin down) ... -5.36 / -7.79 eV
Relative energy (zero: lowest compared OMol25 entry of this formula, charge and spin) ... 16.58 kcal per mole
2S+1 ... 6
E ... -1560.48176 a.u.


Record 3
Density functional theory data (ωB97M-V with the def2-TZVPD basis set) for a structure of composition C26H26AsIrN3O5S2 at a distorted geometry.

Each line ends with the Mulliken spin population.
Atoms and positions in Å:
Ir -0.054 -0.038 -0.641  0.00
As -0.114 -0.840 -3.060  0.00
S 2.468 0.256 -0.487  0.00
S 4.425 -1.315 1.007  0.00
O 0.025 5.683 3.606  0.35
O -2.141 3.657 -1.676  0.00
O -1.114 1.689 -1.817  0.00
O -2.220 5.659 3.274  0.37
O -1.676 -0.813 0.634  0.00
N 0.673 -2.013 0.289  0.00
N -0.351 1.813 0.757  -0.01
N 1.946 -2.123 0.659  0.00
C -2.123 -4.227 -0.523  0.00
C -0.037 -3.122 0.202  0.00
C -1.023 2.830 0.258  0.02
C -2.211 -1.895 0.235  0.00
C -0.877 3.981 2.299  0.22
C -1.862 -1.164 -3.863  0.00
C -1.442 -3.087 -0.057  0.00
C -0.201 2.909 2.847  -0.02
C -1.331 3.966 1.003  -0.01
C 3.364 -0.928 6.071  0.00
C -1.487 2.737 -1.234  0.01
C -1.062 5.339 3.215  0.02
C 2.344 -1.369 5.244  0.00
C 0.605 0.450 -4.329  0.00
C 0.861 -2.465 -3.618  0.00
C -3.488 -4.253 -0.650  0.00
C 4.284 -2.651 2.273  0.00
C 4.682 -1.028 5.654  0.00
C -3.629 -1.985 0.131  0.00
C 4.980 -1.585 4.424  0.00
C 3.962 -2.055 3.601  0.00
C 2.784 -1.167 0.442  0.00
C 0.038 1.822 2.019  0.03
C 2.640 -1.922 4.010  0.00
C 0.651 -4.437 0.432  0.00
C -4.246 -3.126 -0.296  0.00
H -4.187 -1.102 0.402  0.00
H 0.421 -3.348 -3.154  0.00
H -1.895 4.761 0.541  0.01
H 3.133 -0.499 7.033  0.00
H 1.094 -4.818 -0.488  0.00
H 3.505 -3.319 1.916  0.00
H 5.479 -0.669 6.288  0.00
H 1.842 -2.252 3.360  0.00
H -3.983 -5.140 -1.016  0.00
H 1.662 0.626 -4.131  0.00
H 1.463 -4.271 1.137  0.00
H -1.757 -1.494 -4.899  0.00
H 5.254 -3.146 2.271  0.00
H -2.416 -1.912 -3.295  0.00
H 0.064 1.384 -4.200  0.00
H -0.034 -5.175 0.836  0.00
H 0.153 2.915 3.865  0.01
H -1.555 -5.097 -0.815  0.00
H 1.315 -1.285 5.562  0.00
H 6.007 -1.655 4.096  0.00
H -2.414 -0.226 -3.837  0.00
H 0.564 0.949 2.382  0.00
H 0.829 -2.587 -4.701  0.00
H 1.900 -2.382 -3.295  0.00
H -5.322 -3.157 -0.376  0.00
H 0.477 0.095 -5.353  0.00

Charge ... 0
HOMO level (spin up / spin down) ... -7.69 / -7.69 eV
2S+1 ... 2
E ... -4683.23355 a.u.


Record 4
Density functional theory data (ωB97M-V with the def2-TZVPD basis set) for a structure of composition C26H26B2F4N4O7PSSn.

Each line ends with the Löwdin charge.
Atoms and positions in Å:
Sn -0.284 0.951 0.147  1.49
S -3.372 0.687 1.771  0.63
P -0.461 -1.757 0.018  1.12
F 3.247 -0.012 -2.632  0.27
F -2.245 4.316 2.851  0.35
F 2.814 1.999 -1.549  0.20
F -2.823 1.540 2.932  -0.05
O 2.209 -0.061 -0.546  -0.03
O -1.758 3.717 0.715  0.15
O -2.557 -0.601 2.134  -0.16
O -4.759 0.556 1.879  -0.10
O -2.780 1.227 0.566  -0.30
O -0.334 3.078 2.662  0.16
O 1.065 0.761 -2.547  0.05
N -0.970 3.086 -0.219  -0.01
N 1.802 0.678 0.514  -0.10
N 0.483 2.281 1.871  0.01
N 0.247 1.592 -1.861  -0.06
C -1.157 -1.331 -2.565  -0.10
C 4.024 1.553 1.135  0.06
C -1.113 -1.568 -3.922  -0.03
C -1.376 4.913 -1.835  0.06
C 2.377 2.985 3.301  0.06
C 0.693 3.389 -3.475  0.06
C 2.554 1.431 1.219  -0.17
C -0.815 3.628 -1.368  -0.16
C 2.110 -2.527 0.747  -0.07
C -0.197 -2.485 -4.433  0.00
C 2.537 -3.581 2.865  0.00
C 0.656 -3.182 -3.590  -0.01
C -0.285 -2.019 -1.710  -0.39
C -4.131 -2.405 1.837  0.04
C -2.473 -3.513 -0.106  -0.03
C -3.654 -4.151 0.245  0.00
C 0.754 -2.390 1.109  -0.34
C -2.096 -2.311 0.513  -0.27
C -2.954 -1.797 1.478  -0.28
C 2.984 -3.140 1.623  -0.02
C 0.081 2.803 -2.265  -0.16
C 0.625 -2.954 -2.224  -0.04
C -4.479 -3.599 1.210  0.02
C 0.316 -2.827 2.376  -0.05
C 1.729 2.254 2.188  -0.16
C 1.209 -3.422 3.244  -0.02
B -1.427 3.691 2.068  -0.75
B 2.429 0.722 -1.886  -1.09
H 4.018 -3.277 1.342  0.13
H -0.158 -2.663 -5.499  0.13
H -0.723 -2.735 2.661  0.11
H 1.449 2.726 -3.883  0.11
H 1.263 -3.530 -1.573  0.11
H 1.133 4.358 -3.236  0.12
H -0.084 3.559 -4.227  0.13
H 1.651 3.354 4.019  0.11
H -2.055 5.351 -1.111  0.11
H 4.293 2.591 0.929  0.13
H -1.843 -3.950 -0.870  0.12
H -1.880 -0.622 -2.164  0.11
H 3.096 2.335 3.799  0.12
H -0.565 5.615 -2.044  0.13
H 2.470 -2.158 -0.199  0.10
H 2.935 3.836 2.900  0.13
H 3.232 -4.056 3.545  0.13
H -5.402 -4.091 1.486  0.14
H -1.901 4.746 -2.779  0.13
H 4.421 0.920 0.347  0.11
H -3.925 -5.077 -0.240  0.13
H -4.767 -1.973 2.597  0.14
H 4.471 1.281 2.093  0.12
H -1.786 -1.047 -4.588  0.13
H 0.872 -3.779 4.207  0.13
H 1.339 -3.915 -3.996  0.13

Charge ... +3
HOMO level ... -17.54 eV
E ... -3154.25009 a.u.


Number 1 is which compound? C26H25F3N2O


Look up the charge of the second one. 0